{
  "formula": "C48H51F5IrN8O3SSi2",
  "method": "ωB97M-V/def2-TZVPD",
  "species": ["Ir", "N", "N", "C", "O", "O", "H", "H", "H", "N", "C", "N", "C", "C", "C", "C", "C", "C", "S", "H", "H", "H", "H", "H", "H", "F", "C", "C", "C", "F", "C", "F", "C", "F", "C", "F", "C", "N", "C", "N", "C", "N", "C", "N", "C", "C", "H", "H", "H", "H", "H", "H", "H", "H", "H", "H", "H", "H", "C", "C", "C", "C", "Si", "O", "C", "C", "C", "C", "C", "C", "C", "C", "C", "C", "C", "C", "H", "H", "H", "H", "H", "H", "H", "H", "H", "H", "H", "H", "H", "H", "H", "H", "H", "H", "H", "C", "C", "C", "C", "C", "C", "Si", "C", "C", "C", "C", "C", "C", "H", "H", "H", "H", "H", "H", "H", "H", "H", "H", "H"],
  "coordinates": [[2.00, 0.35, 1.67], [0.23, 0.17, 3.29], [0.75, 0.27, 4.59], [2.12, 0.68, 4.77], [2.58, 1.06, 5.80], [2.79, 0.63, 3.65], [-0.39, 0.97, 2.99], [-0.22, -0.73, 3.21], [0.12, 0.58, 5.33], [5.15, 1.73, 2.96], [4.95, 1.82, 1.60], [4.01, 1.27, 0.93], [4.03, 1.53, -0.45], [3.16, 1.16, -1.52], [3.45, 1.48, -2.81], [4.57, 2.29, -3.13], [5.45, 2.71, -2.12], [5.18, 2.35, -0.81], [6.17, 2.61, 0.59], [4.42, 1.28, 3.55], [6.01, 2.13, 3.31], [2.34, 0.59, -1.23], [2.79, 1.17, -3.61], [4.88, 2.46, -4.18], [6.32, 3.39, -2.35], [-0.14, 1.15, -0.40], [0.20, 2.32, 0.13], [1.12, 2.29, 1.16], [1.38, 3.53, 1.84], [2.19, 3.55, 2.92], [0.72, 4.65, 1.47], [0.97, 5.80, 2.14], [-0.15, 4.65, 0.41], [-0.80, 5.81, 0.16], [-0.42, 3.53, -0.32], [-1.37, 3.45, -1.26], [-1.82, 0.96, -5.37], [-2.47, -0.37, -5.08], [-2.55, -0.56, -3.65], [-1.24, -0.49, -2.95], [-0.69, 0.80, -3.30], [-0.50, 1.01, -4.74], [0.30, -0.14, -5.25], [-0.25, -1.44, -5.01], [-1.61, -1.42, -5.58], [-0.42, -1.51, -3.57], [-2.43, 1.73, -4.93], [-1.75, 1.07, -6.40], [-3.02, -1.53, -3.42], [-3.17, 0.11, -3.10], [0.32, 0.77, -2.88], [-1.18, 1.65, -2.87], [1.23, -0.14, -4.71], [0.39, -0.08, -6.28], [-2.09, -2.37, -5.39], [-1.45, -1.32, -6.71], [0.60, -1.47, -3.11], [-0.89, -2.41, -3.23], [3.42, -3.29, 2.20], [1.93, -3.75, 2.31], [1.80, -5.26, 2.07], [1.52, -3.39, 3.73], [1.16, -2.81, 0.73], [1.55, -1.20, 0.65], [1.56, -3.55, -0.97], [0.69, -4.50, -1.52], [0.78, -4.81, -2.90], [1.70, -4.17, -3.75], [2.53, -3.24, -3.24], [2.43, -2.91, -1.86], [-0.74, -2.87, 0.86], [-1.47, -3.99, 1.32], [-2.81, -4.11, 1.14], [-3.51, -3.09, 0.49], [-2.89, -1.96, 0.05], [-1.46, -1.85, 0.30], [4.04, -3.84, 2.94], [3.47, -2.22, 2.26], [3.79, -3.40, 1.21], [2.57, -5.83, 2.64], [1.93, -5.53, 1.09], [0.78, -5.57, 2.31], [1.80, -2.33, 3.84], [2.00, -4.05, 4.45], [0.47, -3.36, 3.87], [0.01, -5.04, -0.92], [-0.03, -5.41, -3.33], [1.69, -4.30, -4.82], [3.19, -2.66, -3.88], [3.14, -2.23, -1.41], [-0.98, -4.77, 1.94], [-3.29, -4.93, 1.65], [-4.52, -3.19, 0.22], [-3.44, -1.13, -0.49], [-0.95, -1.05, -0.25], [-5.31, 1.64, -1.69], [-5.99, 0.99, -0.67], [-5.52, 1.11, 0.64], [-4.23, 1.67, 0.96], [-3.54, 2.18, -0.09], [-4.12, 2.23, -1.40], [-3.65, 1.36, 2.69], [-3.00, 2.78, 3.65], [-2.73, 2.72, 5.00], [-1.97, 3.68, 5.67], [-1.61, 4.84, 5.01], [-1.89, 5.01, 3.65], [-2.50, 3.97, 2.99], [-5.72, 1.62, -2.72], [-6.92, 0.41, -0.91], [-6.15, 0.68, 1.45], [-2.64, 2.71, 0.03], [-3.60, 2.80, -2.22], [-4.69, 0.65, 3.40], [-3.04, 1.79, 5.55], [-1.73, 3.55, 6.69], [-1.07, 5.67, 5.45], [-1.52, 5.95, 3.22], [-2.61, 4.04, 1.93]],
  "e_lumo_ev": [0.4017, -1.5104],
  "spin_multiplicity": 6,
  "largest_force_ev_per_a": 3.51,
  "s2": 8.7686,
  "total_energy_ev": -111678.625
}

***

{
  "formula": "C50H69AuO2P2SSi",
  "method": "ωB97M-V/def2-TZVPD",
  "species": ["Au", "C", "Si", "C", "C", "C", "C", "C", "C", "P", "C", "C", "C", "C", "C", "C", "C", "C", "C", "C", "C", "C", "C", "C", "C", "C", "C", "C", "P", "C", "C", "C", "C", "C", "C", "C", "C", "C", "C", "C", "C", "H", "H", "H", "H", "H", "H", "H", "H", "H", "H", "H", "H", "H", "H", "H", "H", "H", "H", "H", "H", "H", "H", "H", "H", "H", "H", "H", "H", "H", "H", "H", "H", "H", "H", "H", "H", "H", "H", "H", "H", "H", "H", "H", "H", "H", "H", "H", "H", "H", "H", "H", "H", "H", "H", "H", "C", "C", "O", "S", "C", "C", "C", "C", "C", "C", "C", "C", "H", "H", "H", "H", "H", "H", "H", "C", "C", "C", "O", "H", "H", "H", "H", "H", "H", "H"],
  "coordinates": [[0.67, -1.02, 0.26], [0.87, 1.22, 2.44], [0.37, 1.34, 0.62], [1.75, 2.16, -0.40], [1.70, 3.49, -0.80], [2.73, 4.07, -1.53], [3.85, 3.32, -1.87], [3.91, 1.98, -1.50], [2.87, 1.40, -0.78], [2.78, -0.39, -0.50], [2.83, -1.12, -2.20], [4.09, -0.86, -3.05], [4.16, -1.85, -4.24], [2.76, -2.25, -4.70], [2.06, -3.05, -3.59], [2.53, -2.62, -2.20], [4.22, -1.08, 0.44], [5.58, -0.40, 0.26], [5.72, 0.94, 1.01], [4.71, 1.09, 2.14], [4.56, -0.25, 2.86], [3.93, -1.31, 1.95], [-1.05, 2.60, 0.56], [-0.75, 3.74, 1.32], [-1.61, 4.83, 1.38], [-2.79, 4.80, 0.65], [-3.10, 3.68, -0.11], [-2.24, 2.57, -0.17], [-2.67, 1.05, -1.09], [-4.53, 1.18, -1.18], [-5.11, -0.23, -1.33], [-6.60, -0.18, -1.66], [-6.83, 0.45, -3.04], [-5.70, 1.41, -3.43], [-5.17, 2.15, -2.21], [-2.08, 1.41, -2.82], [-2.00, 0.09, -3.60], [-1.54, 0.32, -5.04], [-0.19, 1.04, -5.07], [-0.23, 2.33, -4.27], [-0.71, 2.08, -2.84], [1.22, 2.17, 2.82], [1.65, 0.48, 2.60], [0.00, 0.92, 3.02], [0.84, 4.10, -0.55], [2.66, 5.11, -1.83], [4.66, 3.76, -2.44], [4.77, 1.40, -1.79], [1.98, -0.61, -2.67], [4.99, -0.98, -2.45], [4.07, 0.16, -3.43], [4.71, -2.74, -3.95], [4.73, -1.39, -5.05], [2.81, -2.83, -5.62], [2.19, -1.34, -4.93], [2.27, -4.11, -3.72], [0.98, -2.93, -3.67], [3.44, -3.16, -1.92], [1.80, -2.89, -1.44], [4.26, -2.08, -0.01], [5.84, -0.28, -0.79], [6.31, -1.10, 0.67], [5.64, 1.79, 0.33], [6.73, 0.99, 1.43], [3.74, 1.39, 1.74], [5.02, 1.88, 2.83], [3.96, -0.15, 3.77], [5.56, -0.57, 3.19], [2.86, -1.39, 2.11], [4.32, -2.30, 2.21], [0.17, 3.78, 1.89], [-1.36, 5.68, 1.98], [-3.47, 5.64, 0.68], [-4.02, 3.67, -0.67], [-4.79, 1.53, -0.18], [-4.93, -0.79, -0.41], [-4.59, -0.78, -2.12], [-7.11, 0.40, -0.89], [-7.03, -1.18, -1.62], [-7.78, 1.00, -3.04], [-6.93, -0.33, -3.80], [-6.04, 2.12, -4.19], [-4.88, 0.85, -3.89], [-6.01, 2.67, -1.74], [-4.47, 2.92, -2.52], [-2.78, 2.08, -3.34], [-2.96, -0.43, -3.59], [-1.29, -0.57, -3.09], [-2.29, 0.93, -5.57], [-1.48, -0.63, -5.57], [0.11, 1.24, -6.10], [0.57, 0.38, -4.64], [-0.92, 3.04, -4.75], [0.75, 2.80, -4.25], [-0.72, 3.01, -2.27], [0.01, 1.41, -2.35], [-5.44, -7.26, 2.61], [-6.85, -6.74, 2.72], [-7.73, -7.35, 3.28], [-7.33, -5.21, 1.90], [-5.81, -4.35, 1.59], [-5.31, -4.24, 0.30], [-4.15, -3.54, 0.05], [-3.45, -2.93, 1.10], [-3.95, -3.04, 2.40], [-5.13, -3.73, 2.64], [-2.24, -2.20, 0.85], [-1.21, -1.62, 0.59], [-5.20, -7.80, 3.52], [-4.70, -6.49, 2.41], [-5.43, -7.97, 1.78], [-5.84, -4.72, -0.51], [-3.76, -3.46, -0.95], [-3.41, -2.57, 3.21], [-5.52, -3.80, 3.65], [1.59, -4.95, 1.98], [0.73, -4.00, 1.15], [0.26, -4.68, -0.13], [1.50, -2.85, 0.90], [1.03, -5.84, 2.27], [1.93, -4.45, 2.88], [2.47, -5.26, 1.41], [-0.16, -3.75, 1.73], [1.12, -4.89, -0.78], [-0.44, -4.04, -0.67], [-0.24, -5.63, 0.08]],
  "e_lumo_ev": 0.2159,
  "spin_multiplicity": 1,
  "largest_force_ev_per_a": 0.57,
  "total_energy_ev": -98048.109
}

***

{
  "formula": "C35H99BBrNO20SSi2",
  "method": "ωB97M-V/def2-TZVPD",
  "species": ["C", "C", "C", "C", "N", "Si", "C", "C", "C", "C", "C", "C", "O", "C", "C", "O", "O", "Si", "C", "O", "C", "C", "O", "C", "S", "C", "C", "B", "O", "O", "C", "C", "Br", "C", "C", "H", "H", "H", "H", "H", "H", "H", "H", "H", "H", "H", "H", "H", "H", "H", "H", "H", "H", "H", "H", "H", "H", "H", "H", "H", "H", "H", "H", "H", "H", "H", "H", "H", "H", "H", "H", "H", "H", "H", "H", "H", "H", "H", "H", "H", "H", "H", "C", "O", "H", "H", "H", "H", "C", "O", "H", "H", "H", "H", "C", "O", "H", "H", "H", "H", "C", "O", "H", "H", "H", "H", "C", "O", "H", "H", "H", "H", "C", "O", "H", "H", "H", "H", "C", "O", "H", "H", "H", "H", "C", "O", "H", "H", "H", "H", "C", "O", "H", "H", "H", "H", "C", "O", "H", "H", "H", "H", "C", "O", "H", "H", "H", "H", "C", "O", "H", "H", "H", "H", "C", "O", "H", "H", "H", "H"],
  "coordinates": [[-5.16, 2.79, -0.25], [-5.46, 1.56, 0.74], [-4.39, 1.45, 1.96], [-3.53, 0.10, 1.75], [-2.58, 0.36, 0.62], [-1.03, -0.55, 0.83], [-0.03, 0.55, 2.08], [0.89, 1.64, 1.36], [2.44, 1.59, 1.77], [3.01, 3.03, 2.23], [2.70, 4.20, 1.18], [4.00, 4.76, 0.41], [4.07, 4.03, -0.87], [3.41, 4.75, -1.89], [4.24, 5.11, -3.21], [2.22, 5.11, -1.86], [-0.06, -0.61, -0.59], [-0.60, -1.68, -1.83], [0.23, -1.00, -3.46], [-0.29, -1.64, -4.66], [-0.31, -0.76, -5.77], [-1.74, -0.58, -6.48], [0.74, -0.22, -6.17], [0.14, -3.46, -1.64], [-0.16, -4.54, -3.13], [1.30, -4.49, -4.27], [2.01, -5.94, -4.40], [-2.52, -1.67, -2.20], [-3.22, -2.91, -2.47], [-3.36, -0.50, -2.26], [-2.71, 0.61, -2.92], [-1.27, -2.22, 1.74], [0.48, -3.20, 2.00], [-2.43, -3.15, 1.18], [-2.56, -4.41, 2.20], [-5.21, 2.39, -1.33], [-4.10, 3.18, -0.11], [-5.93, 3.63, -0.20], [-5.43, 0.61, 0.09], [-6.54, 1.62, 1.13], [-5.03, 1.38, 2.90], [-3.76, 2.39, 1.91], [-3.04, -0.23, 2.71], [-4.29, -0.67, 1.35], [-2.28, 1.35, 0.71], [0.70, -0.20, 2.59], [-0.68, 0.94, 2.92], [0.51, 2.67, 1.71], [0.83, 1.65, 0.23], [3.07, 1.29, 0.85], [2.66, 0.83, 2.58], [4.15, 3.01, 2.41], [2.51, 3.32, 3.21], [1.95, 3.94, 0.38], [2.28, 5.08, 1.78], [4.95, 4.65, 1.04], [3.78, 5.85, 0.13], [4.44, 6.23, -3.24], [3.64, 4.76, -4.11], [5.23, 4.55, -3.19], [1.35, -1.27, -3.36], [0.08, 0.13, -3.45], [-1.96, 0.53, -6.57], [-1.81, -1.15, -7.46], [-2.54, -1.03, -5.80], [1.28, -3.35, -1.54], [-0.26, -4.02, -0.74], [2.03, -3.71, -3.85], [1.02, -4.16, -5.33], [1.34, -6.67, -3.82], [2.13, -6.23, -5.49], [3.04, -5.94, -3.92], [-2.72, -3.67, -2.10], [-2.01, 1.20, -2.23], [-3.54, 1.35, -3.21], [-2.20, 0.33, -3.91], [-1.58, -1.94, 2.81], [-2.25, -3.60, 0.15], [-3.46, -2.68, 1.17], [-2.46, -3.95, 3.25], [-3.52, -5.00, 2.06], [-1.68, -5.14, 2.11], [7.03, 7.01, 1.66], [6.72, 5.72, 2.19], [6.11, 7.44, 1.26], [7.42, 7.65, 2.45], [7.76, 6.91, 0.86], [7.55, 5.36, 2.54], [2.21, 2.91, -7.98], [1.42, 3.26, -6.86], [2.77, 3.78, -8.31], [2.91, 2.11, -7.71], [1.56, 2.57, -8.80], [0.94, 2.47, -6.59], [-4.25, 5.70, 2.74], [-3.77, 4.94, 1.65], [-3.91, 5.24, 3.67], [-3.87, 6.72, 2.68], [-5.35, 5.71, 2.73], [-4.08, 5.36, 0.84], [-0.59, -4.62, 5.86], [0.81, -4.46, 5.70], [-0.79, -5.14, 6.79], [-1.07, -3.64, 5.88], [-0.99, -5.21, 5.03], [0.96, -4.00, 4.87], [-2.74, 1.77, 5.61], [-3.05, 0.61, 4.84], [-1.83, 2.21, 5.23], [-3.56, 2.49, 5.53], [-2.59, 1.48, 6.66], [-3.86, 0.24, 5.20], [0.25, -2.99, 9.64], [0.25, -2.80, 8.24], [-0.03, -2.05, 10.12], [-0.48, -3.76, 9.91], [1.24, -3.29, 9.98], [0.50, -3.65, 7.84], [-7.79, 2.81, 3.76], [-6.38, 2.96, 3.61], [-7.99, 2.30, 4.70], [-8.27, 3.80, 3.78], [-8.19, 2.22, 2.93], [-6.23, 3.42, 2.78], [1.61, -6.61, 3.32], [2.60, -5.69, 2.88], [1.21, -7.14, 2.46], [2.07, -7.33, 4.01], [0.81, -6.07, 3.83], [2.94, -5.23, 3.66], [5.79, -4.89, -3.17], [5.49, -6.19, -2.69], [4.88, -4.45, -3.58], [6.15, -4.27, -2.34], [6.55, -4.95, -3.94], [6.30, -6.56, -2.33], [9.42, 8.78, -1.27], [8.71, 9.39, -0.21], [9.29, 7.70, -1.20], [9.03, 9.13, -2.23], [10.49, 9.02, -1.19], [8.84, 10.35, -0.29], [-5.45, -7.21, 2.82], [-4.08, -7.24, 3.19], [-5.55, -6.62, 1.90], [-5.81, -8.23, 2.63], [-6.05, -6.75, 3.61], [-4.02, -7.76, 4.00], [0.02, -9.11, -5.43], [-0.73, -8.53, -4.37], [-0.11, -10.19, -5.40], [-0.35, -8.73, -6.39], [1.08, -8.87, -5.32], [-0.60, -7.57, -4.42], [-0.12, 6.39, -5.47], [-0.08, 6.62, -6.88], [-0.42, 7.32, -4.98], [-0.85, 5.61, -5.25], [0.86, 6.10, -5.12], [0.19, 5.79, -7.29]],
  "e_lumo_ev": 0.5028,
  "spin_multiplicity": 1,
  "largest_force_ev_per_a": 4.17,
  "total_energy_ev": -177644.745
}

***

{
  "formula": "C10H8F5N3PbS2",
  "method": "ωB97M-V/def2-TZVPD",
  "species": ["Pb", "C", "S", "C", "S", "N", "N", "C", "C", "C", "C", "C", "C", "N", "H", "H", "H", "H", "H", "H", "H", "H", "F", "C", "F", "C", "F", "F", "F"],
  "coordinates": [[0.51, 0.68, -2.34], [-2.08, -4.71, 0.69], [-1.13, -4.50, -0.82], [-0.69, -2.75, -0.83], [-2.06, -2.91, -1.85], [0.22, -2.13, -0.26], [0.61, -0.84, -0.41], [1.09, -0.27, 0.64], [1.69, 1.04, 0.60], [2.29, 1.55, 1.73], [2.90, 2.80, 1.68], [2.87, 3.50, 0.48], [2.25, 2.93, -0.62], [1.67, 1.73, -0.57], [-2.92, -5.37, 0.48], [-2.42, -3.75, 1.07], [-1.42, -5.19, 1.42], [1.06, -0.79, 1.60], [2.29, 0.98, 2.65], [3.39, 3.22, 2.55], [3.32, 4.48, 0.39], [2.20, 3.46, -1.56], [-1.07, 1.76, 0.20], [-1.42, 1.50, -1.10], [-1.88, 2.66, -1.62], [-2.58, 0.50, -1.05], [-2.63, -0.18, -2.24], [-2.32, -0.43, -0.09], [-3.76, 1.02, -0.82]],
  "e_lumo_ev": -8.2289,
  "spin_multiplicity": 1,
  "largest_force_ev_per_a": 1.35,
  "total_charge": 2,
  "total_energy_ev": -55457.101
}

***

{
  "formula": "C4H5ClOSi",
  "method": "ωB97M-V/def2-TZVPD",
  "species": ["C", "C", "C", "O", "C", "Si", "Cl", "H", "H", "H", "H", "H"],
  "coordinates": [[0.28, -2.02, -1.79], [0.46, -0.85, -1.55], [0.52, 0.51, -1.14], [1.24, 1.39, -1.46], [-0.76, 0.73, 0.08], [0.07, 0.27, 1.74], [-1.23, 2.43, 0.04], [0.17, -3.03, -2.03], [-1.60, 0.11, -0.24], [0.19, -1.19, 1.74], [-0.75, 0.76, 2.84], [1.40, 0.89, 1.77]],
  "smiles": "C#CC(=O)[C@@H]([SiH3])Cl",
  "e_lumo_ev": -0.2512,
  "spin_multiplicity": 1,
  "largest_force_ev_per_a": 3.97,
  "total_energy_ev": -26673.221
}

***

{
  "formula": "C2H14NO3",
  "method": "ωB97M-V/def2-TZVPD",
  "species": ["C", "C", "N", "H", "H", "H", "H", "H", "H", "H", "H", "H", "H", "O", "H", "H", "O", "H", "H", "O"],
  "coordinates": [[0.71, 1.28, 1.48], [0.60, 0.22, 0.44], [-0.70, -0.54, 0.46], [0.12, 2.16, 1.20], [0.51, 1.09, 2.54], [1.77, 1.59, 1.56], [0.68, 0.74, -0.51], [1.38, -0.53, 0.53], [-0.60, -1.32, -0.25], [-1.55, -0.02, 0.19], [-0.80, -0.87, 1.43], [1.93, 0.63, -3.37], [0.79, -0.36, -3.74], [1.09, 0.24, -3.06], [0.51, -2.54, 2.62], [0.58, -3.75, 1.70], [0.18, -2.88, 1.79], [-3.02, 1.19, -1.56], [-2.10, 2.31, -1.77], [-2.07, 1.36, -1.68]],
  "e_lumo_ev": [0.7539, 0.5369],
  "spin_multiplicity": 2,
  "largest_force_ev_per_a": 1.67,
  "s2": 0.7505,
  "total_energy_ev": -9930.380
}